[1]
Molecular formula: C2H5ClN2O
Method: DFT, ωB97M-V/def2-TZVPD

Computed properties:
E_tot (eV): -19701.2140
Multiplicity: 1
Relative energy (zero: lowest compared OMol25 entry of this formula, charge and spin) (eV): 3.534
Frontier orbital gap (alpha / beta) (eV): 8.31 / 7.12

```
11
Properties=species:S:1:pos:R:3:nbo_charge:R:1
C -1.26550 -0.61145 0.12419 0.8208
C 0.85537 1.55035 -0.01306 -0.4577
N -1.11638 -1.86498 -0.03541 -0.8279
N 1.03787 0.13718 -0.38890 -0.5720
O -1.90071 0.31229 0.44882 -0.4864
Cl 2.05675 -0.74495 0.59571 0.0760
H 1.53459 2.16548 -0.63836 0.1929
H -0.14134 1.79621 -0.34663 0.2124
H 0.93218 1.90000 0.93922 0.1889
H -0.23762 -1.98602 -0.49006 0.4380
H -1.75520 -2.65412 -0.19550 0.4150
```

[2]
Molecular formula: C22H49N2O2P3Tm
Method: DFT, ωB97M-V/def2-TZVPD

Computed properties:
<S²>: 2.00
E_tot (eV): -88055.6396
Multiplicity: 3
Relative energy (zero: lowest compared OMol25 entry of this formula, charge and spin) (eV): 0.000
Charge: +3
Frontier orbital gap (alpha / beta) (eV): 4.44 / 4.48

```
79
Properties=species:S:1:pos:R:3:mulliken_spin:R:1
Tm -0.04949 0.06370 0.28661 2.0237
P 2.48262 -1.32053 0.76542 -0.0047
P 1.64969 2.27692 -0.29709 -0.0044
P -1.04312 -2.44143 -0.49162 -0.0065
H -0.77807 2.51562 -7.87218 0.0000
C -1.58459 1.84758 -7.54608 0.0000
C -2.54341 2.21860 -6.68482 0.0000
H -2.53188 3.17664 -6.14533 0.0000
C 3.58237 -2.43753 -0.14433 -0.0001
C 3.50457 -0.10681 1.63290 0.0000
C 1.63229 -2.33364 2.02918 0.0022
C 0.67560 3.41185 -1.35089 -0.0011
C 2.03603 3.38252 1.11993 -0.0005
C 3.22390 2.25618 -1.24519 -0.0001
C -2.47269 -2.21075 -1.61657 -0.0006
C -1.80367 -3.53667 0.76073 -0.0009
C -0.05561 -3.63965 -1.46471 0.0003
H -1.64014 0.87245 -8.04937 0.0000
H -3.43693 1.59192 -6.56362 0.0000
H 4.18062 -3.07815 0.51477 -0.0001
H 4.25395 -1.81708 -0.75158 0.0000
H 2.98008 -3.07262 -0.80564 0.0000
H 4.04768 -0.58875 2.46193 0.0001
H 2.92286 0.72085 2.07462 0.0000
H 4.24447 0.31265 0.93492 0.0002
H 2.38486 -2.89598 2.61402 0.0001
H 0.95633 -3.07569 1.56744 0.0000
H 1.05698 -1.74224 2.75423 -0.0009
H 1.07391 4.43056 -1.27132 -0.0002
H -0.37321 3.40162 -1.02902 0.0003
H 0.71597 3.08455 -2.39645 0.0000
H 3.11496 3.59535 1.16114 0.0001
H 1.72473 2.91455 2.06592 0.0002
H 1.47834 4.32237 0.99458 -0.0001
H 3.72667 3.22550 -1.09559 -0.0002
H 3.01016 2.12170 -2.31864 0.0001
H 3.88657 1.44454 -0.91348 -0.0001
H -3.04438 -3.14771 -1.66167 -0.0001
H -2.13879 -1.93972 -2.62512 0.0002
H -3.11993 -1.41130 -1.23014 0.0001
H -2.53241 -4.18647 0.26061 0.0000
H -2.32289 -2.94026 1.52104 0.0001
H -1.04092 -4.15205 1.25106 -0.0001
H -0.74225 -4.35627 -1.94203 -0.0001
H 0.64387 -4.18535 -0.81621 0.0001
H 0.51079 -3.11386 -2.24585 0.0000
C -1.05228 0.77265 -2.56588 -0.0029
C 0.06929 0.16558 -3.18299 0.0011
C -0.13593 -0.46126 -4.40148 -0.0004
C -1.40154 -0.44111 -4.99281 0.0004
C -2.44063 0.33713 -4.44800 -0.0001
C -2.21166 1.08484 -3.29779 0.0005
O -1.11748 0.92114 -1.24396 -0.0045
H 1.77138 -0.70036 -0.46296 -0.0004
H 1.05084 0.14851 -2.70006 0.0002
H 0.67388 -0.98452 -4.90584 0.0000
H -1.57357 -0.97045 -5.94279 0.0000
H -3.40388 0.38633 -4.95776 -0.0003
H -2.94432 1.74477 -2.82396 -0.0001
C 0.81402 0.97442 4.23328 0.0008
N -0.62636 0.80237 4.40685 0.0000
C -1.15027 1.17693 5.72940 0.0000
C -1.33638 0.43437 3.33154 -0.0016
O -0.69064 0.32978 2.20516 0.0001
N -2.66007 0.21043 3.31770 0.0001
C -3.44613 -0.16448 4.50105 0.0000
C -3.32238 0.05824 2.02174 0.0007
H 1.23988 1.37252 5.17004 0.0000
H 1.03147 1.67992 3.41529 -0.0003
H 1.29445 0.00459 4.00516 -0.0002
H -2.12536 1.68043 5.66749 0.0000
H -1.21188 0.32889 6.43004 0.0000
H -0.42137 1.89506 6.12493 0.0000
H -3.82546 0.72998 5.01897 0.0000
H -4.31344 -0.74921 4.15768 0.0000
H -2.87402 -0.78725 5.20955 0.0000
H -2.99588 0.84973 1.33618 -0.0004
H -3.10018 -0.90911 1.54464 0.0001
H -4.39882 0.13513 2.20340 0.0001
```

[3]
Molecular formula: C5H11NO
Method: DFT, ωB97M-V/def2-TZVPD

Computed properties:
SMILES string: CC(C)N(C)C=O
E_tot (eV): -8901.2497
Multiplicity: 1
Relative energy (zero: lowest compared OMol25 entry of this formula, charge and spin) (eV): 0.448
Frontier orbital gap (eV): 10.17

```
18
Properties=species:S:1:pos:R:3:nbo_charge:R:1
C -0.92090 -1.12415 -1.01360 -0.6183
C -0.65629 0.22389 -0.33910 -0.0505
C -1.47716 0.40761 0.93432 -0.6193
N 0.78008 0.40121 -0.08990 -0.4405
C 1.38085 -0.05962 1.14418 -0.4052
C 1.55474 0.83319 -1.12187 0.5357
O 1.14127 1.15403 -2.22160 -0.6223
H -0.69597 -1.96109 -0.34015 0.1974
H -1.97182 -1.20266 -1.31365 0.2136
H -0.30438 -1.21865 -1.91264 0.2287
H -0.92016 1.01508 -1.04727 0.2285
H -1.27224 1.37281 1.40939 0.2154
H -2.54407 0.37261 0.68914 0.2221
H -1.27894 -0.38431 1.66618 0.2027
H 1.12882 0.58734 1.99350 0.1967
H 1.07100 -1.08354 1.38712 0.1971
H 2.46779 -0.05901 1.02478 0.2120
H 2.63178 0.87655 -0.86043 0.1062
```

[4]
Molecular formula: C35H33ClN4NbSi2
Method: DFT, ωB97M-V/def2-TZVPD

Computed properties:
E_tot (eV): -72592.4076
Multiplicity: 1
Relative energy (zero: lowest compared OMol25 entry of this formula, charge and spin) (eV): 0.000
Charge: +3
Frontier orbital gap (alpha / beta) (eV): 2.88 / 2.89

```
76
Properties=species:S:1:pos:R:3:lowdin_charge:R:1
C -0.62165 -0.56047 1.20032 -0.1532
C -1.50820 0.09050 0.27574 -0.1570
C -1.63744 -0.76768 -0.88548 -0.1689
H -2.06314 1.01166 0.43963 0.1395
C -0.84590 -1.94175 -0.64906 -0.1276
C -0.22232 -1.81400 0.62965 -0.1464
H 0.38656 -2.57456 1.11676 0.1374
H -0.39767 -0.21712 2.21221 0.1561
H -2.31757 -0.61447 -1.70863 0.1237
H -0.79406 -2.80248 -1.30622 0.1379
Nb 0.47093 -0.12487 -0.62875 1.5684
Si 0.95296 0.18574 -6.77737 0.7347
C 1.23288 1.70687 -7.80075 -0.3289
C 2.35720 2.07283 -8.56361 -0.0674
H 3.29231 1.51666 -8.45496 0.1126
C 2.26660 3.14257 -9.47382 -0.0523
H 3.13338 3.42457 -10.06174 0.1127
C 1.06142 3.83794 -9.63592 -0.0547
H 0.99664 4.67617 -10.33066 0.1177
C -0.06438 3.45705 -8.90445 -0.0731
H -1.04118 3.93201 -9.04254 0.1146
C 0.04459 2.43870 -7.95627 -0.1652
H -0.83070 2.18535 -7.32771 0.0843
C 1.35799 -1.23748 -7.87413 -0.3334
C 0.62810 -1.22163 -9.07993 -0.0974
H -0.04358 -0.37191 -9.28893 0.1108
C 0.74420 -2.27729 -9.99326 -0.0571
H 0.21570 -2.22750 -10.94680 0.1157
C 1.55328 -3.37816 -9.67900 -0.0568
H 1.61480 -4.21798 -10.37194 0.1149
C 2.30731 -3.36803 -8.49190 -0.0735
H 2.98686 -4.18989 -8.28757 0.1056
C 2.21127 -2.30681 -7.58015 -0.1068
H 2.78846 -2.28486 -6.65048 0.0956
H -0.49457 0.00300 -6.73174 0.0157
Si 0.47302 0.32080 -3.36766 0.3775
C -0.20727 -1.30190 -4.07493 -0.3762
C -1.45162 -1.38751 -4.74301 -0.1115
H -2.03513 -0.47908 -4.94123 0.1091
C -1.97390 -2.62794 -5.12689 -0.0269
H -2.91044 -2.67062 -5.69710 0.1321
C -1.32583 -3.81454 -4.75798 -0.0215
H -1.75747 -4.79121 -5.00769 0.1318
C -0.10956 -3.75427 -4.06656 -0.0582
H 0.39630 -4.67215 -3.73960 0.1260
C 0.45610 -2.51035 -3.76519 -0.1411
H 1.40505 -2.48339 -3.21904 0.0977
C -0.53563 1.86114 -3.80884 -0.3098
C -1.85117 2.00391 -3.30750 -0.1159
H -2.22564 1.31692 -2.54281 0.0730
C -2.68225 3.03671 -3.75005 -0.0450
H -3.69713 3.13606 -3.34840 0.1261
C -2.21679 3.95505 -4.69662 -0.0131
H -2.87840 4.73614 -5.07730 0.1327
C -0.89147 3.88240 -5.13892 -0.0376
H -0.51164 4.62923 -5.84763 0.1340
C -0.04762 2.86334 -4.67564 -0.0930
H 0.99697 2.83543 -4.99619 0.1095
H 1.44440 0.22296 -5.32224 -0.0861
Cl 2.57715 0.64572 -3.19009 0.3616
N 1.63731 2.84304 2.18871 0.1648
C 0.57354 3.65260 1.78069 0.0244
C -0.03030 2.98672 0.74721 -0.0582
N 0.68874 1.82661 0.46820 -0.0376
C 1.72123 1.77883 1.35145 -0.2236
C 2.50642 0.56776 1.49634 -0.2219
N 2.20820 -0.53977 0.76542 -0.0394
C 2.90741 -1.59954 1.33536 -0.0679
C 3.65403 -1.13896 2.37283 0.0173
N 3.34182 0.21491 2.51030 0.1650
H 2.29900 3.01481 2.94135 0.1881
H 0.33525 4.57916 2.27140 0.1457
H -0.91232 3.23138 0.18142 0.1250
H 2.79112 -2.59929 0.94080 0.1315
H 4.33297 -1.64470 3.04358 0.1496
H 3.70417 0.87134 3.18974 0.1837
```

[5]
Molecular formula: C17H19NOS
Method: DFT, ωB97M-V/def2-TZVPD

Computed properties:
SMILES string: Cc1ccc(CNC(=O)CSCc2ccccc2)cc1
E_tot (eV): -32300.4806
Multiplicity: 1
Relative energy (zero: lowest compared OMol25 entry of this formula, charge and spin) (eV): 10.796
Frontier orbital gap (eV): 8.83

```
39
Properties=species:S:1:pos:R:3:nbo_charge:R:1
C -6.37367 -0.87413 -1.42393 -0.6203
C -5.12012 -0.40410 -0.68111 0.0361
C -4.96875 1.04298 -0.40041 -0.1974
C -4.02007 1.36071 0.38281 -0.2212
C -3.12295 0.31600 0.76137 -0.0171
C -3.34495 -0.94308 0.66292 -0.2097
C -4.42859 -1.41960 -0.00746 -0.2301
H -4.45879 -2.32400 -0.52201 0.2137
H -2.62262 -1.53600 0.90434 0.2157
C -1.93326 0.90685 1.72595 -0.2293
N -0.79947 1.02011 1.00067 -0.5961
C 0.07657 -0.02256 1.15086 0.6780
O 0.12335 -1.08620 2.06054 -0.6783
C 1.37324 -0.07380 0.31868 -0.7332
H 2.20840 -0.60476 0.66009 0.2606
H 1.00762 -0.83134 -0.43760 0.2294
S 1.83819 1.31309 -0.32661 0.3226
C 3.09184 0.90355 -1.45707 -0.5791
C 4.36133 0.40876 -0.87739 -0.0469
C 4.43532 -1.02110 -0.79694 -0.2183
C 5.44730 -1.67828 -0.30496 -0.1709
C 6.20073 -0.82191 0.75480 -0.1676
C 6.10718 0.56280 0.76644 -0.2732
C 5.02408 1.10430 0.18352 -0.1765
H 4.91359 2.28746 -0.13947 0.2124
H 6.83597 1.06481 1.33667 0.2274
H 7.12978 -1.57533 1.14611 0.2133
H 5.68398 -2.57741 -0.33368 0.1863
H 3.74250 -1.69953 -1.43681 0.1971
H 2.71163 0.25812 -2.20813 0.2270
H 3.45123 1.99682 -2.06577 0.2361
H -0.64946 1.39152 0.05074 0.4251
H -1.82490 0.36492 2.64319 0.2474
H -2.11880 1.86827 2.01865 0.1936
H -4.01088 2.37997 0.63677 0.2139
H -5.80260 1.86795 -0.71881 0.2144
H -7.23381 -1.13907 -1.03520 0.2180
H -6.14854 -1.73397 -1.81873 0.2035
H -6.78159 -0.05282 -2.17305 0.1936
```